Record 1
ORCA calculation (the ωB97M-V functional and the def2-TZVPD basis) on C29H32N4O2SSbSr as an isolated structure at a distorted geometry.

## Properties
- LUMO level (eV) = -2.43
- largest force on an atom (eV/Å) = 2.59
- energy above the lowest of the compared OMol25 structures with the same formula, charge and spin (eV) = 1.465
- total charge = +1
- 2S+1 = 1
- Kohn-Sham gap (eV) = 8.88

Last column: Löwdin charge in e.
Atoms and positions in Å:
Sr: -0.2895 -0.3359 -0.2294  1.174
O: -1.4165 -0.5739 -2.1091  -0.392
N: -2.5569 0.0016 -2.2128  0.001
N: -3.0713 0.3123 -1.0851  -0.225
O: -2.4734 0.0341 0.0740  -0.361
C: -4.3639 1.0106 -1.0736  -0.171
C: -4.9956 1.1337 0.1451  -0.022
C: -6.2309 1.7698 0.1975  -0.063
C: -6.8096 2.2715 -0.9579  -0.072
C: -6.1450 2.1436 -2.1730  -0.067
C: -4.9149 1.5133 -2.2415  -0.021
H: -4.5230 0.7440 1.0331  0.110
H: -6.7395 1.8690 1.1499  0.112
H: -7.7740 2.7696 -0.9138  0.112
H: -6.5875 2.5409 -3.0792  0.112
H: -4.3895 1.4155 -3.1819  0.111
C: -4.0140 -2.8475 -0.4403  -0.028
N: -2.7758 -3.5869 -0.0936  -0.191
C: -2.5780 -3.6505 1.3563  -0.076
C: -1.7072 -3.5488 -0.9453  -0.747
S: -0.1093 -3.2065 -0.4181  0.584
N: -1.9611 -3.8208 -2.2351  -0.184
C: -0.9820 -3.5384 -3.2988  -0.067
C: -3.0536 -4.7144 -2.6520  -0.028
H: -4.0071 -1.8872 0.0730  0.071
H: -4.8944 -3.4050 -0.1203  0.100
H: -4.0864 -2.6601 -1.5024  0.080
H: -3.5034 -4.0157 1.8017  0.096
H: -2.3619 -2.6718 1.7725  0.079
H: -1.7708 -4.3259 1.6062  0.074
H: -0.5332 -2.5707 -3.1531  0.046
H: -1.5222 -3.5392 -4.2468  0.098
H: -0.1984 -4.2995 -3.3253  0.095
H: -3.4747 -5.2204 -1.7923  0.094
H: -2.6397 -5.4604 -3.3279  0.097
H: -3.8411 -4.1767 -3.1806  0.094
C: 6.7166 -0.0588 -1.3942  -0.075
C: 6.0095 -1.0778 -0.7686  -0.076
C: 4.7499 -0.8264 -0.2334  -0.136
C: 4.1917 0.4549 -0.3104  -0.375
C: 4.8986 1.4710 -0.9614  -0.118
C: 6.1588 1.2087 -1.4991  -0.072
Sb: 2.2918 0.7903 0.5856  1.457
C: 2.2108 2.9102 0.5187  -0.403
C: 1.1124 3.5404 -0.0715  -0.142
C: 1.0435 4.9290 -0.1509  -0.075
C: 2.0764 5.7010 0.3602  -0.068
C: 3.1796 5.0900 0.9497  -0.064
C: 3.2519 3.7025 1.0294  -0.139
C: 2.7931 0.4856 2.6328  -0.378
C: 2.7493 1.5137 3.5796  -0.120
C: 3.1161 1.2607 4.9013  -0.072
C: 3.5212 -0.0118 5.2855  -0.075
C: 3.5430 -1.0437 4.3553  -0.076
C: 3.1745 -0.8000 3.0351  -0.138
H: 7.7012 -0.2556 -1.8065  0.110
H: 6.4362 -2.0713 -0.6986  0.109
H: 4.2106 -1.6407 0.2374  0.085
H: 4.4791 2.4633 -1.0592  0.089
H: 6.7041 2.0007 -1.9984  0.109
H: 0.2946 2.9614 -0.4827  0.074
H: 0.1862 5.4039 -0.6135  0.110
H: 2.0243 6.7831 0.2978  0.112
H: 3.9866 5.6956 1.3464  0.112
H: 4.1208 3.2397 1.4849  0.110
H: 2.4294 2.5092 3.3012  0.088
H: 3.0863 2.0631 5.6298  0.109
H: 3.8141 -0.2018 6.3133  0.110
H: 3.8452 -2.0406 4.6558  0.109
H: 3.1885 -1.6223 2.3286  0.085

---

Record 2
ORCA calculation (the ωB97M-V functional and the def2-TZVPD basis) on C4H7MgN2O5P as an isolated structure at a distorted geometry.

## Properties
- LUMO level (eV) = 4.18
- largest force on an atom (eV/Å) = 12.21
- total charge = -2
- 2S+1 = 1
- Kohn-Sham gap (eV) = 2.77

Last column: Löwdin charge in e.
Atoms and positions in Å:
Mg: 1.5268 21.6889 3.6578  0.334
O: -1.2793 23.2876 2.9514  -0.753
H: -2.0685 22.7166 2.8764  -0.232
P: 4.9433 23.2149 3.9170  -0.002
O: 4.5246 21.7898 3.4975  -0.484
O: 3.8033 23.8954 4.7100  -0.216
O: 3.8867 23.6024 2.9378  -0.234
O: 5.6194 24.4372 3.1893  -0.396
C: 0.7082 20.0091 -3.1321  -0.098
C: 0.6641 19.8456 -1.6866  -0.281
N: 0.7125 19.7023 -0.5215  0.151
H: 1.6383 20.4217 -3.5230  0.077
H: -0.1652 20.5922 -3.4240  0.076
H: 0.6519 19.0153 -3.5763  0.069
C: -1.8082 19.5520 9.2770  -0.084
C: -1.1115 19.5395 7.9922  -0.310
N: -0.6198 19.5709 6.9334  0.151
H: -2.8084 19.9684 9.1567  0.079
H: -1.1296 20.2987 9.6894  0.078
H: -1.7272 18.5555 9.7110  0.074

---

Record 3
ORCA calculation (the ωB97M-V functional and the def2-TZVPD basis) on a 3-piece molecular cluster, C5H12O2 overall at a distorted geometry.

## Properties
- LUMO level (eV) = 0.58
- largest force on an atom (eV/Å) = 5.34
- energy above the lowest of the compared OMol25 structures with the same formula, charge and spin (eV) = 3.470
- total charge = 0
- 2S+1 = 1
- Kohn-Sham gap (eV) = 8.80

Last column: Löwdin charge in e.
Atoms and positions in Å:
C: 3.4668 -1.3223 2.0327  -0.105
C: 2.5807 -1.6844 0.8837  -0.207
C: 1.8405 -0.8249 0.1660  -0.125
C: 1.2746 -1.3547 -1.1259  -0.203
C: 0.8704 -2.6168 -1.2998  -0.049
H: 4.2171 -1.9935 1.8969  0.026
H: 3.7496 -0.1861 1.8499  0.122
H: 2.7877 -1.3995 2.8657  0.071
H: 2.8825 -2.7306 0.5058  0.126
H: 1.6985 0.2309 0.4314  0.108
H: 1.0491 -0.5901 -1.9712  0.118
H: 0.0480 -2.8671 -1.9580  0.040
H: 1.1622 -3.4882 -0.6038  0.078
H: -6.4986 3.0922 -0.4698  0.010
H: -5.8118 3.1765 -1.7910  0.084
O: -5.6533 3.0855 -0.8231  -0.024
H: -2.7796 4.4721 -0.3971  -0.029
H: -3.8849 3.3019 -0.2168  0.020
O: -2.9994 3.6990 0.0243  -0.060

---

Record 4
ORCA calculation (the ωB97M-V functional and the def2-TZVPD basis) on a 2-piece molecular cluster, C8H18P overall at a distorted geometry.

## Properties
- LUMO level (alpha / beta) (eV) = -4.74 / -3.83
- largest force on an atom (eV/Å) = 3.04
- energy above the lowest of the compared OMol25 structures with the same formula, charge and spin (eV) = 3.285
- total charge = +1
- 2S+1 = 1
- Kohn-Sham gap (alpha / beta) (eV) = 7.06 / 8.76

Last column: Löwdin charge in e.
Atoms and positions in Å:
C: 2.4816 1.7225 -0.1773  0.034
C: 2.0739 0.5484 0.0988  -0.115
C: 2.6225 -0.7488 0.5208  -0.086
C: 0.2602 -2.0938 -1.2569  -0.147
C: -1.2693 1.8932 -0.3568  -0.199
C: -2.8443 -0.5670 0.0079  -0.134
C: -0.7471 0.2831 1.8100  -0.173
C: -0.0799 -0.6297 -1.2756  -0.262
P: -1.0691 0.0900 -0.0095  0.872
H: 2.1518 2.5777 -0.7248  0.076
H: 3.3626 1.9229 0.4351  0.102
H: 1.7332 -1.3643 0.6726  0.053
H: 3.1128 -0.6226 1.4773  0.101
H: 3.2151 -1.2307 -0.2516  0.101
H: 1.2965 -2.3402 -1.1589  0.052
H: -0.0204 -2.5335 -2.2022  0.080
H: -0.3081 -2.6459 -0.4495  0.104
H: -0.5103 2.4560 0.1124  0.020
H: -2.2535 2.3172 0.0268  0.092
H: -1.1762 2.0152 -1.4597  0.065
H: -3.5818 0.1442 -0.2334  0.042
H: -3.0976 -1.1153 0.8460  0.026
H: -2.9048 -1.2612 -0.7882  0.037
H: 0.3038 0.4436 2.0714  0.042
H: -1.1621 -0.5091 2.3890  0.033
H: -1.3855 1.2504 2.0358  0.108
H: -0.2040 -0.0024 -2.1593  0.074

---

Record 5
ORCA calculation (the ωB97M-V functional and the def2-TZVPD basis) on an isolated molecule of C3H7N3 at a distorted geometry.

## Properties
- LUMO level (eV) = 0.79
- largest force on an atom (eV/Å) = 3.35
- energy above the lowest of the compared OMol25 structures with the same formula, charge and spin (eV) = 2.256
- total charge = 0
- 2S+1 = 1
- Kohn-Sham gap (eV) = 8.87

Last column: Löwdin charge in e.
Atoms and positions in Å:
C: 0.9503 -0.0968 -0.6720  -0.157
C: 1.0872 -1.1957 0.4021  -0.179
C: -0.9149 -0.1871 0.7668  -0.171
H: -0.2989 2.4753 -0.3289  0.128
H: -0.5306 1.7784 -1.9953  0.129
H: 1.7890 0.5296 -0.6817  0.078
H: 0.9026 -0.4088 -1.7322  0.109
H: 1.2845 -2.1517 -0.0660  0.099
H: 1.8831 -0.8926 1.0247  0.082
H: -1.9553 0.1364 1.0430  0.130
N: -0.8599 1.7067 -0.9271  0.000
N: -0.3491 0.5327 -0.3252  -0.258
N: -0.1925 -1.1807 1.2173  0.010

---

Record 6
ORCA calculation (the ωB97M-V functional and the def2-TZVPD basis) on a 2-piece molecular cluster, C4H10O overall at a distorted geometry.

## Properties
- LUMO level (eV) = 0.89
- largest force on an atom (eV/Å) = 2.05
- energy above the lowest of the compared OMol25 structures with the same formula, charge and spin (eV) = 1.181
- total charge = 0
- 2S+1 = 1
- Kohn-Sham gap (eV) = 10.76

Last column: Löwdin charge in e.
Atoms and positions in Å:
C: -1.7110 0.7807 -0.7631  -0.010
C: -1.4855 -0.2445 0.0703  -0.180
C: 0.7024 0.7729 0.8010  -0.165
C: -0.3338 -0.3097 1.1037  -0.257
H: -2.5432 0.8204 -1.4752  0.057
H: -1.0211 1.6319 -0.7379  0.049
H: -2.1062 -1.1496 0.0344  0.089
H: 0.9189 0.9110 -0.2717  0.065
H: 1.6337 0.4768 1.3125  0.079
H: 0.3627 1.7357 1.2182  0.078
H: -0.5497 -0.3092 2.1895  0.114
H: 0.2421 -1.2271 0.8755  0.087
O: 2.3207 -1.1996 -1.2975  -0.080
H: 1.4704 -1.3232 -0.8179  0.019
H: 2.0995 -1.3667 -2.2417  0.055

---

Record 7
ORCA calculation (the ωB97M-V functional and the def2-TZVPD basis) on an isolated molecule of C18H20ClIN4O2S at a distorted geometry.

## Properties
- LUMO level (eV) = -0.30
- largest force on an atom (eV/Å) = 1.09
- total charge = 0
- 2S+1 = 1
- Kohn-Sham gap (eV) = 8.55

Last column: Löwdin charge in e.
Atoms and positions in Å:
C: 1.2538 4.8544 0.8724  -0.057
C: 0.8199 3.5059 1.4262  -0.208
O: -0.2133 2.9539 0.5789  -0.062
C: -0.0957 1.6305 0.3077  -0.299
N: 0.4569 1.3047 -0.8033  0.251
C: 0.5576 -0.0204 -1.0857  -0.129
C: 1.2000 -0.3990 -2.2786  -0.109
C: 1.7582 0.6472 -3.2030  -0.109
C: 3.0902 1.1472 -2.6848  -0.771
O: 4.0644 0.4718 -2.5377  0.055
Cl: 3.1648 2.8943 -2.3441  0.647
C: 1.3174 -1.7289 -2.5332  -0.193
N: 1.9518 -2.1863 -3.7314  0.105
C: 3.0860 -2.6084 -3.7246  -0.774
S: 4.5485 -3.1237 -3.7305  0.782
C: 0.7953 -2.7007 -1.6597  0.040
C: 0.1754 -2.3563 -0.4990  -0.247
C: -0.3599 -3.4329 0.3941  -0.668
I: 0.8580 -3.5566 2.1757  0.839
C: -1.8458 -3.3431 0.7424  -0.319
C: -2.4068 -4.6711 1.2315  -0.124
C: 0.0543 -0.9793 -0.1925  -0.156
N: -0.5412 -0.5938 0.9686  0.200
C: -0.6276 0.6715 1.2308  -0.189
C: -1.2875 1.0984 2.5085  -0.110
C: -2.4272 2.1139 2.3235  -0.255
N: -3.0609 1.9711 1.0024  0.017
H: 0.8180 5.6782 1.4343  0.071
H: 0.9422 4.9465 -0.1635  0.078
H: 2.3352 4.9561 0.9299  0.074
H: 0.4117 3.6016 2.4327  0.109
H: 1.6596 2.8124 1.4466  0.126
H: 1.0646 1.4743 -3.3066  0.105
H: 1.9736 0.1899 -4.1673  0.126
H: 0.9103 -3.7410 -1.9296  0.131
H: -0.1732 -4.3884 -0.0910  0.071
H: -2.3596 -3.0331 -0.1687  0.121
H: -1.9812 -2.5885 1.5103  0.081
H: -1.8168 -5.0470 2.0675  0.041
H: -2.3900 -5.4268 0.4466  0.075
H: -3.4309 -4.5517 1.5773  0.072
H: -0.5323 1.4884 3.1942  0.115
H: -1.6686 0.1852 2.9630  0.113
H: -2.0482 3.1262 2.4732  0.097
H: -3.1730 1.9538 3.0990  0.108
H: -4.0638 2.0654 1.0904  0.065
H: -2.7645 2.7341 0.4072  0.065

---

Record 8
ORCA calculation (the ωB97M-V functional and the def2-TZVPD basis) on C8H7AsCl2F6O3V as an isolated structure at a distorted geometry.

## Properties
- LUMO level (alpha / beta) (eV) = -8.86 / -10.96
- largest force on an atom (eV/Å) = 2.07
- energy above the lowest of the compared OMol25 structures with the same formula, charge and spin (eV) = 0.000
- total charge = +2
- 2S+1 = 4
- Kohn-Sham gap (alpha / beta) (eV) = 7.97 / 6.42

Last column: Löwdin spin population.
Atoms and positions in Å:
V: -0.0850 1.1049 0.6481  1.900
Cl: 2.1809 -4.4168 -3.1962  0.147
C: 1.3960 -3.3144 -2.2018  0.171
C: 0.0307 -3.4542 -1.9309  -0.034
C: -0.6107 -2.5451 -1.1241  0.122
Cl: -2.2543 -2.6536 -0.7779  0.083
C: 0.1247 -1.4298 -0.5438  0.167
O: -0.4870 -0.5990 0.2057  0.138
C: 1.5312 -1.3102 -0.8328  0.039
C: 2.2872 -0.2331 -0.2205  0.026
O: 1.7822 0.6595 0.4719  0.014
C: 2.1424 -2.2429 -1.6396  0.165
H: -0.5268 -4.2776 -2.3590  -0.003
H: 3.3723 -0.2224 -0.3606  -0.001
H: 3.2022 -2.1717 -1.8590  0.004
C: -1.2362 0.9176 3.3101  0.007
O: -0.0062 0.9932 2.5252  0.010
H: -1.0265 0.5991 4.3271  0.000
H: -1.8860 0.1919 2.8279  0.000
H: -1.7264 1.8889 3.3296  0.000
H: 0.7143 1.3435 3.0690  0.002
F: -0.2811 1.6961 -1.1888  0.013
As: -1.3858 3.2075 -0.6085  0.003
F: -2.4900 2.7724 -1.7853  0.001
F: -0.4048 4.1956 -1.5260  0.000
F: -2.0268 1.8236 0.4730  0.015
F: -0.0662 3.1399 0.7277  0.010
F: -2.2644 4.3372 0.2394  0.001

---

What did the second record say?
ORCA calculation (the ωB97M-V functional and the def2-TZVPD basis) on C4H7MgN2O5P as an isolated structure at a distorted geometry.

## Properties
- LUMO level (eV) = 4.18
- largest force on an atom (eV/Å) = 12.21
- total charge = -2
- 2S+1 = 1
- Kohn-Sham gap (eV) = 2.77

Last column: Löwdin charge in e.
Atoms and positions in Å:
Mg: 1.5268 21.6889 3.6578  0.334
O: -1.2793 23.2876 2.9514  -0.753
H: -2.0685 22.7166 2.8764  -0.232
P: 4.9433 23.2149 3.9170  -0.002
O: 4.5246 21.7898 3.4975  -0.484
O: 3.8033 23.8954 4.7100  -0.216
O: 3.8867 23.6024 2.9378  -0.234
O: 5.6194 24.4372 3.1893  -0.396
C: 0.7082 20.0091 -3.1321  -0.098
C: 0.6641 19.8456 -1.6866  -0.281
N: 0.7125 19.7023 -0.5215  0.151
H: 1.6383 20.4217 -3.5230  0.077
H: -0.1652 20.5922 -3.4240  0.076
H: 0.6519 19.0153 -3.5763  0.069
C: -1.8082 19.5520 9.2770  -0.084
C: -1.1115 19.5395 7.9922  -0.310
N: -0.6198 19.5709 6.9334  0.151
H: -2.8084 19.9684 9.1567  0.079
H: -1.1296 20.2987 9.6894  0.078
H: -1.7272 18.5555 9.7110  0.074

---

What is the formula in the fourth record? C8H18P